{"formula": "C36H66F3N3O27S6", "method": "ωB97M-V/def2-TZVPD", "fmax_ev_per_a": 3.2, "smiles": "O=C1OC[C@@H](F)O1.O=C1OC[C@@H](F)O1.O=C1OC[C@@H](F)O1.C[N+](=O)[O-].C[N+](=O)[O-].C[N+](=O)[O-].O=S1(=O)CCCC1.O=S1(=O)CCCC1.O=S1(=O)CCCC1.O=S1(=O)CCCC1.O=S1(=O)CCCC1.O=S1(=O)CCCC1", "e_homo_ha": -0.366, "energy_ev": -171308.40229, "total_charge": 0, "orbital_gap_ev": 9.57, "species": ["O", "C", "O", "C", "C", "F", "O", "H", "H", "H", "O", "C", "O", "C", "C", "F", "O", "H", "H", "H", "O", "C", "O", "C", "C", "F", "O", "H", "H", "H", "C", "N", "O", "O", "H", "H", "H", "C", "N", "O", "O", "H", "H", "H", "C", "N", "O", "O", "H", "H", "H", "O", "S", "O", "C", "C", "C", "C", "H", "H", "H", "H", "H", "H", "H", "H", "O", "S", "O", "C", "C", "C", "C", "H", "H", "H", "H", "H", "H", "H", "H", "O", "S", "O", "C", "C", "C", "C", "H", "H", "H", "H", "H", "H", "H", "H", "O", "S", "O", "C", "C", "C", "C", "H", "H", "H", "H", "H", "H", "H", "H", "O", "S", "O", "C", "C", "C", "C", "H", "H", "H", "H", "H", "H", "H", "H", "O", "S", "O", "C", "C", "C", "C", "H", "H", "H", "H", "H", "H", "H", "H"], "positions_angstrom": [[-14.355890, 16.349478, 10.487650], [-14.104637, 16.681413, 9.372643], [-14.661126, 16.135933, 8.287919], [-13.931418, 16.500112, 7.124477], [-13.096951, 17.677667, 7.655573], [-13.722974, 18.838659, 7.267317], [-13.162805, 17.609758, 9.055145], [-13.200322, 15.758841, 6.793304], [-14.545825, 16.786573, 6.276928], [-12.065579, 17.709093, 7.305806], [-20.800055, 16.203236, 10.830596], [-21.225303, 17.170905, 10.277703], [-21.681415, 17.290976, 9.039698], [-22.207626, 18.595949, 8.845534], [-21.516441, 19.411685, 9.974088], [-22.444037, 20.261348, 10.499321], [-21.183179, 18.398004, 10.869279], [-21.965439, 19.027714, 7.879280], [-23.273458, 18.625999, 9.068483], [-20.618623, 19.985378, 9.734175], [-15.688500, 20.406040, 8.457992], [-16.557880, 19.669073, 8.835173], [-17.070932, 18.665690, 8.170075], [-18.243069, 18.180741, 8.786466], [-17.984414, 18.654614, 10.222164], [-17.205026, 17.745108, 10.895609], [-17.213726, 19.808277, 10.017024], [-19.121726, 18.766666, 8.500524], [-18.458173, 17.136287, 8.579939], [-18.900611, 18.707441, 10.808516], [-17.761363, 22.325179, 7.320343], [-19.218970, 22.094682, 7.651094], [-19.520154, 20.913431, 7.776523], [-19.981615, 23.023411, 7.682823], [-17.527515, 21.419224, 6.774669], [-17.434218, 22.397841, 8.358833], [-17.710736, 23.222858, 6.713648], [-14.367500, 17.187006, 13.553929], [-15.018943, 15.982228, 14.118325], [-14.348647, 15.334240, 14.902156], [-16.164650, 15.691567, 13.844739], [-14.245535, 17.943388, 14.324229], [-14.939379, 17.613578, 12.734926], [-13.445616, 16.743970, 13.184354], [-21.141371, 13.611514, 7.921006], [-20.215861, 14.420976, 7.072479], [-19.443731, 15.164297, 7.647506], [-20.161188, 14.204689, 5.875336], [-21.493947, 14.198787, 8.762732], [-20.649367, 12.698853, 8.253767], [-21.943750, 13.258064, 7.277262], [-14.214846, 24.910332, 3.068268], [-13.517404, 24.610320, 4.294882], [-12.904603, 25.651123, 5.083299], [-14.578814, 23.567417, 5.360457], [-13.656484, 22.556550, 6.012339], [-12.910953, 22.054245, 4.766585], [-12.278425, 23.268259, 4.091363], [-15.280655, 23.008930, 4.741181], [-15.104033, 24.280412, 5.996692], [-13.007633, 23.009745, 6.762325], [-14.212804, 21.759434, 6.507124], [-13.520023, 21.467571, 4.079650], [-12.074898, 21.425292, 5.085220], [-11.871935, 23.090416, 3.098953], [-11.441483, 23.601511, 4.707402], [-19.879616, 12.149619, 11.571767], [-18.561605, 12.532538, 12.038831], [-18.091402, 12.200761, 13.358553], [-17.394647, 12.024400, 10.815042], [-17.349420, 13.195467, 9.818481], [-17.242001, 14.513795, 10.648509], [-18.387995, 14.348584, 11.653202], [-17.753622, 11.047795, 10.495976], [-16.395898, 11.976896, 11.249223], [-16.486606, 13.007049, 9.180468], [-18.281603, 13.195107, 9.253547], [-17.380474, 15.417937, 10.057256], [-16.259038, 14.682905, 11.087570], [-19.338944, 14.655377, 11.220482], [-18.209192, 14.820963, 12.618163], [-20.141429, 19.473676, 16.410188], [-19.727481, 18.094366, 16.272708], [-19.265449, 17.294648, 17.384099], [-21.024853, 17.197265, 15.364919], [-20.462959, 16.769666, 14.029226], [-19.383188, 17.748313, 13.623111], [-18.495098, 17.977060, 14.839392], [-21.801353, 17.919619, 15.088235], [-21.551262, 16.467981, 15.975329], [-20.009174, 15.799685, 14.267065], [-21.168687, 16.687465, 13.204889], [-19.922940, 18.690367, 13.476389], [-18.819102, 17.322657, 12.794737], [-17.890525, 18.880497, 14.898284], [-17.870616, 17.123508, 15.103479], [-20.641047, 17.727706, 6.068233], [-20.280225, 17.889306, 4.692610], [-21.125094, 17.387326, 3.634992], [-19.998195, 19.695275, 4.385079], [-18.533063, 19.829515, 3.952454], [-17.740116, 18.667579, 4.564399], [-18.556523, 17.401784, 4.288113], [-20.074775, 20.135710, 5.379637], [-20.760958, 20.055247, 3.702714], [-18.438989, 19.910393, 2.869541], [-18.132989, 20.746427, 4.389187], [-17.579583, 18.876762, 5.624272], [-16.753060, 18.565416, 4.111293], [-18.244849, 16.469610, 4.748563], [-18.528932, 17.425371, 3.197866], [-19.465726, 21.735336, 11.007157], [-18.273893, 22.303777, 11.597535], [-17.120161, 22.743755, 10.841383], [-18.849892, 23.697222, 12.672253], [-19.077081, 23.180081, 14.108930], [-18.892874, 21.653154, 14.068521], [-17.803535, 21.306868, 13.073414], [-19.701309, 24.223040, 12.250009], [-17.994341, 24.360576, 12.799741], [-18.385966, 23.651174, 14.805059], [-20.079590, 23.432614, 14.451998], [-19.759384, 21.122891, 13.661765], [-18.756110, 21.207146, 15.053885], [-17.787900, 20.297738, 12.665464], [-16.820428, 21.748625, 13.245519], [-14.413694, 20.584484, 13.321269], [-13.257548, 21.075482, 12.611288], [-12.582529, 22.231046, 13.161632], [-12.117885, 19.736074, 12.210439], [-11.469535, 20.166338, 10.895312], [-12.494510, 20.850162, 9.974815], [-13.680743, 21.271997, 10.831889], [-12.694306, 18.811933, 12.247992], [-11.413962, 19.643108, 13.039251], [-10.604207, 20.817330, 11.039465], [-10.942560, 19.326072, 10.436271], [-12.828006, 20.134706, 9.229271], [-12.124214, 21.774659, 9.535660], [-14.505399, 20.552744, 10.804096], [-14.228790, 22.177688, 10.575846]], "forces_ev_per_angstrom": [[0.0, 0.4, -0.2], [0.0, -0.6, 1.2], [-0.2, -0.4, -0.7], [1.4, 0.7, 0.5], [-0.6, 0.6, -0.7], [0.3, 0.2, 0.0], [0.0, -0.5, -0.8], [-0.5, -0.6, 0.3], [-0.3, 0.1, 0.3], [0.0, 0.1, 0.2], [-0.5, 0.0, -0.6], [0.6, 0.5, 0.6], [-0.3, -0.7, -0.6], [0.6, 1.4, 0.7], [-0.8, -0.2, -1.0], [0.3, -0.1, 0.3], [0.2, -0.1, 1.1], [0.0, -0.6, -0.2], [-0.1, -0.2, -0.2], [-0.3, 0.1, -0.1], [-0.5, -0.6, 0.3], [0.5, 1.5, 0.2], [0.3, -1.0, -2.0], [-0.9, 0.9, 1.4], [-0.3, -1.6, -0.5], [0.5, -0.1, 0.2], [-0.4, -0.1, 0.8], [0.2, 0.0, -0.7], [0.5, -0.1, 0.2], [0.2, 1.1, 0.1], [-1.8, -0.1, 0.6], [0.0, -0.1, -1.4], [-0.3, 0.1, 0.4], [0.0, -0.1, 0.4], [0.7, 0.1, 0.2], [1.2, 0.1, -0.4], [0.2, 0.1, 0.3], [0.0, -0.2, -0.7], [-0.4, -0.5, 1.2], [0.2, 0.3, -0.3], [-0.2, 0.4, -0.6], [0.2, -0.3, 0.2], [-0.2, -0.3, 0.0], [0.3, 0.6, 0.0], [-0.7, -0.3, -0.5], [1.0, -0.6, -0.1], [-0.2, 0.2, 0.3], [-0.5, 0.0, 0.4], [0.2, 0.1, -0.1], [0.5, 0.3, 0.1], [-0.1, 0.4, 0.0], [0.2, 0.1, 0.2], [0.1, -1.3, -0.2], [-0.3, -0.1, -0.1], [-0.3, 0.9, 0.3], [-0.5, 0.0, -0.7], [1.5, -0.4, 0.6], [0.1, 0.4, 0.5], [-0.1, 0.4, -0.2], [0.0, -0.2, 0.1], [0.2, 0.0, -0.2], [-0.1, 0.0, 0.0], [-0.3, 0.1, 0.1], [-0.1, -0.3, -0.1], [-0.5, 0.3, -0.2], [0.0, 0.1, 0.0], [0.2, -0.2, 0.3], [0.1, 1.7, -0.5], [-0.3, 0.0, -0.1], [0.5, 0.4, 0.1], [0.2, -0.2, 0.1], [-0.5, -0.8, -0.2], [0.3, -0.4, 0.8], [0.2, 0.1, -0.4], [-0.2, -0.4, 0.4], [-0.2, 0.3, -0.3], [0.1, 0.2, -0.3], [-0.3, -0.2, -0.3], [0.0, -0.5, 0.3], [0.1, -0.1, 0.2], [-0.1, 0.2, -0.1], [0.2, -0.2, 0.3], [0.5, -0.9, -1.8], [-0.2, 0.6, -0.1], [-1.6, 1.4, -0.4], [0.9, -1.6, 0.7], [0.1, 0.4, 1.1], [-0.6, -0.2, 1.5], [0.1, 0.4, 0.6], [0.6, -0.3, 0.1], [0.1, -0.2, -0.8], [-0.3, -0.2, 0.4], [0.4, 0.1, -0.9], [-0.1, 0.6, -0.3], [-0.1, 0.1, -0.3], [0.0, -0.1, -0.2], [0.1, -0.4, 0.7], [0.6, 1.0, -2.1], [-0.1, -0.2, 0.5], [0.5, -0.9, 0.8], [0.0, 0.4, 0.2], [0.0, -0.2, 0.4], [-0.2, 1.3, 0.1], [-0.4, 0.1, -0.1], [0.1, 0.0, 0.0], [0.1, -0.2, 0.0], [0.0, 0.2, -0.3], [-0.1, -0.2, 0.1], [0.0, 0.1, 0.0], [-0.1, 0.0, 0.0], [-0.4, -1.0, 0.0], [0.3, -0.3, -0.8], [-0.7, 1.4, 2.8], [-0.4, -0.5, -0.5], [0.9, 0.3, 0.5], [-0.7, -0.8, -0.6], [-0.2, -0.8, 0.0], [0.2, 1.0, -1.6], [0.1, -0.2, -0.2], [-0.1, 0.2, -0.8], [0.2, -0.1, -0.1], [0.0, -0.1, 0.0], [-0.4, 0.4, 0.2], [0.3, 0.1, 0.0], [0.3, -0.2, 0.5], [0.2, -0.6, 0.5], [-0.1, -0.3, 0.1], [0.0, 0.8, -1.1], [0.1, -0.6, -0.4], [0.4, 0.4, 0.9], [1.0, -0.3, -0.1], [-0.4, 0.3, 0.5], [-1.3, -0.7, 0.9], [-0.1, 0.1, -0.7], [0.1, 0.2, -0.1], [-0.4, 0.4, 0.6], [-0.6, -0.3, -0.2], [-0.1, 0.3, -0.3], [0.4, -0.4, -0.3], [0.2, -0.3, -0.2], [0.6, 0.4, 0.3]], "mulliken_charge": [-0.44, 0.62, -0.26, -0.49, 0.15, -0.23, -0.28, 0.36, 0.25, 0.41, -0.40, 0.56, -0.31, -0.48, 1.01, -0.36, -0.45, 0.15, 0.39, -0.15, -0.41, -0.70, -0.06, 0.44, 1.27, -0.20, 0.95, -0.35, -0.18, -0.66, -0.27, 0.74, -0.27, -0.61, -0.12, 0.03, 0.51, -0.64, 0.86, -0.58, -0.44, 0.47, -0.06, 0.42, -0.83, 0.69, -0.23, -0.56, 0.23, 0.32, 0.34, -0.65, 1.10, -0.65, -0.75, 0.90, -0.74, -0.83, 0.31, 0.44, 0.21, -0.78, 0.36, 0.32, 0.45, 0.39, -0.66, 1.16, -0.69, -0.86, -0.26, 0.95, 0.02, 0.49, 0.35, 0.48, -0.24, -0.82, -0.04, -0.01, 0.12, -0.62, 1.09, -0.67, -0.90, -0.75, 1.95, -0.66, 0.38, 0.50, 0.32, 0.19, -0.10, -1.26, 0.32, 0.32, -0.40, 0.86, -0.73, -0.27, -0.76, 0.50, -0.85, -0.18, 0.50, 0.38, 0.20, -0.65, 0.51, 0.45, 0.43, -0.61, 1.14, -0.77, -0.85, -0.97, -0.23, 0.05, 0.48, 0.32, 0.37, 0.35, 0.20, 0.47, -0.36, 0.24, -0.55, 1.03, -0.73, -0.27, -0.93, 0.57, -0.29, -0.15, 0.55, 0.35, 0.42, -0.56, 0.26, -0.51, 0.70]}